[1]
Density functional theory data (ωB97M-V with the def2-TZVPD basis set) for a 2-piece molecular cluster, C12H17N overall.

Kohn-Sham gap (alpha / beta), eV: 3.07 / 6.66
Energy above the lowest of the compared OMol25 structures with the same formula, charge and spin, eV: 0.350
Strongest force on any atom, eV Å⁻¹: 2.39
Spin multiplicity: 2
HOMO (alpha / beta), eV: 0.717 / -3.042
Total charge: -1

Structure (XYZ):
```
30
Properties=species:S:1:pos:R:3:mulliken_spin:R:1
C -2.540 -1.051 0.423 -0.10
C -3.738 -0.337 1.021 0.05
H -2.619 -2.142 0.475 -0.04
H -2.323 -0.932 -0.643 0.02
H -1.609 -0.784 0.919 0.13
H -3.463 0.572 1.567 -0.03
H -4.135 -0.960 1.830 -0.01
H -4.483 -0.059 0.291 -0.02
C 1.284 -0.586 1.882 0.10
C 2.249 0.516 2.409 -0.02
C 1.318 -0.718 0.408 -0.60
C 1.739 -1.801 -0.329 0.44
C 0.923 0.306 -0.522 0.44
C 1.124 -0.203 -1.837 -0.16
C 0.198 1.529 -0.357 0.27
C 0.719 0.515 -2.947 0.36
C -0.109 2.286 -1.480 -0.03
C 0.130 1.786 -2.777 0.07
N 1.649 -1.465 -1.694 -0.11
H 1.575 -1.511 2.389 0.05
H 0.238 -0.431 2.182 0.03
H 1.763 1.289 3.007 0.00
H 2.318 -2.661 -0.035 0.06
H 1.873 -2.033 -2.485 -0.03
H -0.050 1.825 0.658 0.04
H 0.877 0.144 -3.956 0.04
H -0.516 3.281 -1.339 0.01
H -0.113 2.521 -3.537 0.00
H 2.637 1.037 1.531 0.01
H 3.082 0.067 2.945 -0.01
```

[2]
Density functional theory data (ωB97M-V with the def2-TZVPD basis set) for a 2-piece molecular cluster, C12H17N overall.

Kohn-Sham gap, eV: 8.96
Energy above the lowest of the compared OMol25 structures with the same formula, charge and spin, eV: 1.530
Strongest force on any atom, eV Å⁻¹: 2.87
HOMO, eV: -7.977

Structure (XYZ):
```
30
Properties=species:S:1:pos:R:3:mulliken_charge:R:1
C -1.510 -2.908 1.675 -1.41
C -1.125 -1.547 1.120 0.48
C -0.878 -0.442 1.860 -0.75
N -0.962 0.699 1.048 -0.08
C -1.116 0.253 -0.281 -0.08
C -1.179 0.955 -1.503 -0.32
C -1.471 0.246 -2.648 -0.70
C -1.812 -1.113 -2.582 -0.59
C -1.464 -1.859 -1.445 -0.53
C -1.260 -1.154 -0.255 0.83
H -0.954 -3.698 1.174 0.34
H -2.599 -3.015 1.739 0.29
H -1.199 -3.147 2.711 0.40
H -0.835 -0.441 2.956 0.36
H -0.408 1.536 1.095 0.27
H -0.920 2.017 -1.447 0.51
H -1.395 0.713 -3.619 0.38
H -2.291 -1.721 -3.325 0.40
H -1.516 -2.937 -1.547 0.38
C 1.372 2.511 -0.094 -1.15
C 2.460 1.872 0.822 -0.15
C 3.028 0.496 0.319 -1.09
H 0.717 1.814 -0.642 -0.13
H 1.809 3.161 -0.845 0.49
H 0.754 3.075 0.607 0.40
H 3.255 2.611 0.792 0.33
H 2.003 1.648 1.780 0.22
H 2.267 -0.288 0.213 0.21
H 3.416 0.406 -0.707 0.34
H 3.814 0.255 1.028 0.34
```

[3]
Density functional theory data (ωB97M-V with the def2-TZVPD basis set) for a 2-piece molecular cluster, C12H17N overall.

Kohn-Sham gap, eV: 8.65
Energy above the lowest of the compared OMol25 structures with the same formula, charge and spin, eV: 0.922
Strongest force on any atom, eV Å⁻¹: 2.37
HOMO, eV: -7.755

Structure (XYZ):
```
30
Properties=species:S:1:pos:R:3:mulliken_charge:R:1
C -1.747 -1.504 -1.837 -1.46
C -1.582 -0.882 -0.512 0.89
C -1.060 -1.511 0.580 -0.84
N -1.064 -0.669 1.673 0.00
C -1.616 0.527 1.303 0.00
C -1.884 1.671 2.069 -0.76
C -2.231 2.791 1.343 -0.33
C -2.530 2.748 -0.032 -0.55
C -2.459 1.552 -0.714 -0.47
C -2.045 0.391 -0.022 0.58
H -2.536 -1.040 -2.396 0.36
H -1.779 -2.588 -1.825 0.37
H -0.884 -1.336 -2.502 0.26
H -0.983 -2.573 0.765 0.39
H -0.677 -0.891 2.570 0.18
H -1.709 1.712 3.133 0.36
H -2.265 3.718 1.883 0.37
H -2.922 3.626 -0.522 0.38
H -2.992 1.454 -1.649 0.27
C 3.091 0.629 0.010 -1.15
C 3.218 -0.868 0.243 0.02
C 3.227 -1.744 -1.004 -1.17
H 2.469 0.811 -0.870 0.30
H 4.046 1.103 -0.218 0.34
H 2.637 1.132 0.863 0.30
H 4.038 -1.081 0.936 0.34
H 2.383 -1.241 0.848 0.09
H 2.801 -1.234 -1.867 0.30
H 4.262 -1.962 -1.293 0.32
H 2.790 -2.741 -0.956 0.32
```

[4]
Density functional theory data (ωB97M-V with the def2-TZVPD basis set) for a 2-piece molecular cluster, C12H17N overall.

Kohn-Sham gap, eV: 8.81
Energy above the lowest of the compared OMol25 structures with the same formula, charge and spin, eV: 3.287
Strongest force on any atom, eV Å⁻¹: 6.71
HOMO, eV: -7.868

Structure (XYZ):
```
30
Properties=species:S:1:pos:R:3:mulliken_charge:R:1
C -0.467 -3.873 0.262 -1.14
C -0.793 -2.412 0.322 0.21
C -1.288 -1.908 1.492 -0.71
N -1.686 -0.593 1.196 -0.17
C -1.438 -0.270 -0.152 -0.16
C -1.644 0.891 -0.867 -0.54
C -1.134 0.935 -2.181 -0.42
C -0.539 -0.250 -2.709 -0.57
C -0.195 -1.306 -1.953 -0.12
C -0.615 -1.434 -0.696 0.79
H -0.444 -4.039 -0.863 0.29
H -1.225 -4.725 0.694 0.30
H 0.595 -4.032 0.730 0.24
H -1.340 -2.308 2.505 0.41
H -1.558 0.090 1.902 0.31
H -2.020 1.860 -0.454 0.35
H -1.160 1.784 -2.789 0.49
H -0.247 -0.067 -3.801 0.22
H 0.378 -2.235 -2.349 0.24
C 1.539 3.453 0.927 -1.20
C 1.049 2.089 1.160 0.53
C 1.880 1.034 0.536 -0.76
H 0.789 4.062 0.404 0.30
H 2.474 3.359 0.331 0.24
H 1.732 4.107 1.664 0.38
H 1.064 1.860 2.319 0.23
H -0.047 1.949 0.873 -0.31
H 2.784 1.351 -0.022 0.36
H 2.339 0.413 1.457 0.19
H 1.219 0.216 0.060 0.01
```

[5]
Density functional theory data (ωB97M-V with the def2-TZVPD basis set) for a 2-piece molecular cluster, C12H17N overall.

Kohn-Sham gap, eV: 8.83
Energy above the lowest of the compared OMol25 structures with the same formula, charge and spin, eV: 0.662
Strongest force on any atom, eV Å⁻¹: 2.93
HOMO, eV: -7.904

Structure (XYZ):
```
30
Properties=species:S:1:pos:R:3:mulliken_charge:R:1
C 2.426 2.013 1.221 -1.28
C 0.960 1.697 1.259 0.78
C 0.158 1.663 2.355 -0.95
N -1.156 1.443 1.981 -0.09
C -1.195 1.381 0.608 0.01
C -2.286 1.082 -0.206 -0.87
C -2.093 1.055 -1.572 -0.36
C -0.806 1.272 -2.089 -0.77
C 0.272 1.521 -1.270 -0.42
C 0.083 1.727 0.107 0.70
H 2.617 2.792 0.476 0.33
H 2.986 1.158 0.849 0.26
H 2.770 2.402 2.175 0.38
H 0.459 1.928 3.356 0.42
H -1.911 1.113 2.555 0.22
H -3.296 1.108 0.191 0.38
H -2.944 0.965 -2.232 0.45
H -0.660 1.276 -3.147 0.40
H 1.257 1.566 -1.724 0.39
C -0.987 -2.753 -0.050 -0.96
C 0.159 -2.727 -1.072 -0.12
C 1.496 -2.482 -0.379 -1.06
H -1.110 -1.772 0.396 0.10
H -0.796 -3.525 0.698 0.37
H -1.892 -3.109 -0.548 0.31
H 0.197 -3.564 -1.766 0.37
H -0.081 -1.865 -1.678 0.13
H 1.393 -1.755 0.430 0.19
H 1.734 -3.388 0.192 0.38
H 2.246 -2.221 -1.118 0.31
```

[6]
Density functional theory data (ωB97M-V with the def2-TZVPD basis set) for a 2-piece molecular cluster, C12H17N overall.

Kohn-Sham gap (alpha / beta), eV: 9.24 / 6.72
Energy above the lowest of the compared OMol25 structures with the same formula, charge and spin, eV: 0.455
Strongest force on any atom, eV Å⁻¹: 1.49
Spin multiplicity: 2
HOMO (alpha / beta), eV: -12.956 / -13.603
Total charge: +1

Structure (XYZ):
```
30
Properties=species:S:1:pos:R:3:mulliken_spin:R:1
C -3.814 -1.068 1.796 0.00
C -2.538 -1.896 1.821 0.00
C -4.396 -1.031 0.359 0.00
H -4.598 -1.513 2.418 0.00
H -3.655 -0.054 2.180 0.00
H -2.789 -2.896 1.487 0.00
H -3.764 -0.379 -0.237 0.00
H -4.374 -2.046 -0.045 0.00
H -2.159 -2.100 2.815 0.00
H -1.749 -1.472 1.198 -0.01
H -5.431 -0.712 0.365 0.00
C 2.091 -0.550 -3.138 0.01
C 0.543 0.481 0.094 0.04
C 1.667 0.477 -0.759 -0.02
C 1.257 -0.043 -2.008 0.25
C -0.133 -0.278 -1.870 0.25
C 1.844 1.435 1.828 0.16
C 0.611 0.927 1.368 0.03
C 2.938 1.545 0.982 -0.05
C 2.874 1.033 -0.304 0.17
N -0.577 0.058 -0.655 0.12
H 1.871 1.838 2.832 0.01
H -0.178 0.681 2.075 0.01
H 3.870 2.018 1.243 0.00
H 3.675 1.166 -1.020 0.00
H -1.350 -0.521 -0.340 0.00
H -0.836 -0.702 -2.570 0.01
H 1.625 -0.265 -4.079 0.01
H 2.152 -1.635 -3.078 0.03
H 3.114 -0.213 -3.006 0.00
```

What did the first record say?
Density functional theory data (ωB97M-V with the def2-TZVPD basis set) for a 2-piece molecular cluster, C12H17N overall.

Kohn-Sham gap (alpha / beta), eV: 3.07 / 6.66
Energy above the lowest of the compared OMol25 structures with the same formula, charge and spin, eV: 0.350
Strongest force on any atom, eV Å⁻¹: 2.39
Spin multiplicity: 2
HOMO (alpha / beta), eV: 0.717 / -3.042
Total charge: -1

Structure (XYZ):
```
30
Properties=species:S:1:pos:R:3:mulliken_spin:R:1
C -2.540 -1.051 0.423 -0.10
C -3.738 -0.337 1.021 0.05
H -2.619 -2.142 0.475 -0.04
H -2.323 -0.932 -0.643 0.02
H -1.609 -0.784 0.919 0.13
H -3.463 0.572 1.567 -0.03
H -4.135 -0.960 1.830 -0.01
H -4.483 -0.059 0.291 -0.02
C 1.284 -0.586 1.882 0.10
C 2.249 0.516 2.409 -0.02
C 1.318 -0.718 0.408 -0.60
C 1.739 -1.801 -0.329 0.44
C 0.923 0.306 -0.522 0.44
C 1.124 -0.203 -1.837 -0.16
C 0.198 1.529 -0.357 0.27
C 0.719 0.515 -2.947 0.36
C -0.109 2.286 -1.480 -0.03
C 0.130 1.786 -2.777 0.07
N 1.649 -1.465 -1.694 -0.11
H 1.575 -1.511 2.389 0.05
H 0.238 -0.431 2.182 0.03
H 1.763 1.289 3.007 0.00
H 2.318 -2.661 -0.035 0.06
H 1.873 -2.033 -2.485 -0.03
H -0.050 1.825 0.658 0.04
H 0.877 0.144 -3.956 0.04
H -0.516 3.281 -1.339 0.01
H -0.113 2.521 -3.537 0.00
H 2.637 1.037 1.531 0.01
H 3.082 0.067 2.945 -0.01
```

Q: Which of these has the highest energy above the lowest of the compared OMol25 structures with the same formula, charge and spin?
A: number 4